{"formula": "C48H96O48", "method": "ωB97M-V/def2-TZVPD", "elements": ["O", "O", "O", "O", "O", "O", "O", "O", "O", "O", "O", "O", "O", "O", "O", "O", "O", "O", "O", "O", "O", "O", "O", "O", "O", "O", "O", "O", "O", "O", "O", "O", "O", "O", "O", "O", "O", "O", "O", "O", "O", "O", "O", "O", "O", "O", "O", "O", "C", "C", "C", "C", "C", "C", "C", "C", "C", "C", "C", "C", "C", "C", "C", "C", "C", "C", "C", "C", "C", "C", "C", "C", "C", "C", "C", "C", "C", "C", "C", "C", "C", "C", "C", "C", "C", "C", "C", "C", "C", "C", "C", "C", "C", "C", "C", "C", "H", "H", "H", "H", "H", "H", "H", "H", "H", "H", "H", "H", "H", "H", "H", "H", "H", "H", "H", "H", "H", "H", "H", "H", "H", "H", "H", "H", "H", "H", "H", "H", "H", "H", "H", "H", "H", "H", "H", "H", "H", "H", "H", "H", "H", "H", "H", "H", "H", "H", "H", "H", "H", "H", "H", "H", "H", "H", "H", "H", "H", "H", "H", "H", "H", "H", "H", "H", "H", "H", "H", "H", "H", "H", "H", "H", "H", "H", "H", "H", "H", "H", "H", "H", "H", "H", "H", "H", "H", "H", "H", "H", "H", "H", "H", "H"], "xyz": [[2.185, 2.525, 2.855], [5.486, -0.529, 7.620], [4.062, -1.411, 6.151], [-1.653, 3.552, -5.259], [-6.339, 4.381, -0.651], [2.566, -5.313, 4.623], [4.003, 3.985, -3.389], [-6.527, -1.118, -3.305], [0.451, -0.599, 0.390], [1.939, -3.244, 5.286], [0.211, -6.830, 1.665], [3.556, 5.901, -4.478], [5.849, -2.275, 1.237], [4.604, -0.439, -4.423], [-1.800, 4.428, 1.693], [3.777, 3.080, 1.223], [4.197, 1.803, 3.141], [-0.732, -3.366, -1.993], [2.038, 2.863, 7.351], [-5.686, -2.468, -5.915], [0.850, -2.842, -3.535], [1.484, 3.732, 9.246], [3.288, -3.570, 3.386], [0.997, 0.494, -1.446], [3.988, -2.083, -5.978], [0.050, -4.664, 2.094], [2.547, -0.654, -5.396], [-5.946, -0.463, -7.036], [3.463, -1.251, 8.248], [-2.107, 5.845, -0.146], [-7.601, -1.933, -6.487], [-2.294, -1.057, 1.936], [-1.254, -5.954, 3.260], [-6.058, 2.212, -1.044], [-1.543, 1.347, -5.164], [-4.781, -1.883, -2.469], [5.314, -0.518, 0.147], [-2.471, 1.059, 2.611], [2.725, 5.539, -2.398], [1.679, 1.443, 9.136], [-3.423, 2.494, -4.944], [-1.281, -0.457, 3.923], [-1.211, -0.106, -0.914], [-4.970, 3.619, -2.296], [-0.921, 3.828, -0.190], [4.563, -2.556, -0.669], [-6.530, -1.394, -1.010], [-1.262, -2.780, -4.082], [3.416, 2.518, 2.338], [1.092, 3.678, 10.664], [4.710, 0.251, -0.947], [1.976, 0.401, -4.637], [-0.263, 3.663, -5.717], [-3.572, 1.292, 1.777], [3.414, 5.200, -3.468], [0.139, -0.012, -0.691], [4.992, -1.265, 5.044], [-4.255, 1.329, -4.637], [-0.271, -5.908, 2.307], [-1.689, 0.261, -2.151], [1.634, -0.411, 1.164], [2.705, -3.978, 4.351], [3.674, -0.983, 9.635], [5.580, 1.737, 2.892], [-1.945, -0.183, 2.896], [-2.583, 5.258, 2.531], [-1.012, -1.998, -5.253], [-2.130, 2.379, -5.163], [6.066, -3.672, 1.396], [-4.273, -2.324, -5.750], [-3.927, -2.355, -1.483], [3.802, -1.017, -5.169], [1.909, -3.035, -2.618], [2.617, 1.871, 6.496], [-1.577, 4.880, 0.442], [-6.333, -1.526, -6.523], [5.153, -1.860, 0.157], [-0.376, -3.048, -3.137], [2.902, 4.842, -1.181], [1.712, 2.609, 8.639], [-5.766, 3.460, -1.273], [-7.785, -0.513, -3.257], [0.998, -4.325, 1.075], [-1.992, -7.167, 3.417], [-2.009, -2.387, 2.077], [1.149, 3.079, 2.077], [-0.601, 3.893, -1.537], [-5.935, -1.433, -2.143], [3.140, -6.371, 3.871], [-4.478, 4.946, -2.652], [4.515, 3.367, -4.569], [4.420, -1.120, 7.367], [1.283, -1.983, 4.980], [-6.938, 1.866, -0.026], [5.231, -2.728, -6.045], [-8.563, -1.044, -7.059], [-8.782, -0.220, -6.379], [0.792, -1.647, 5.893], [3.682, -0.086, -1.082], [-1.647, -7.697, 4.305], [5.291, 0.334, -1.866], [-4.626, 0.980, -5.601], [-3.778, -3.117, -5.191], [5.500, -3.154, -5.078], [4.543, 1.296, -0.686], [4.616, -1.259, 4.021], [-2.914, 4.695, 3.404], [-4.405, -3.251, -1.088], [5.528, -0.333, 5.224], [-9.413, -1.726, -7.035], [5.862, -1.911, 5.156], [3.709, 0.068, 9.922], [0.468, -2.244, 4.304], [3.933, 4.843, -0.826], [-3.849, 4.986, -3.541], [-4.053, 5.450, -1.784], [-1.552, -2.214, -6.175], [2.030, -2.105, -2.061], [-3.469, 5.637, 2.024], [-7.892, 1.623, -0.496], [0.159, 3.037, 2.532], [1.818, -5.043, 1.095], [0.316, 3.145, -4.953], [1.407, -3.365, 1.390], [5.167, -4.284, 1.475], [-3.610, -1.644, -0.719], [2.565, 3.807, -1.244], [-4.421, 0.947, 2.366], [1.458, 0.000, 2.159], [-0.109, 3.514, -6.786], [3.498, -7.125, 4.571], [4.870, 4.077, -5.317], [0.290, 2.967, 10.862], [-7.774, 0.398, -2.659], [-5.354, 5.458, -3.048], [6.092, 1.052, 3.567], [1.901, -1.224, 4.501], [2.453, 0.192, 0.771], [-7.045, 2.617, 0.756], [2.864, -3.195, -3.118], [1.992, 3.405, 11.215], [0.035, -1.864, -5.526], [-3.465, 0.775, 0.823], [-8.596, -1.150, -2.904], [5.223, 2.547, -4.449], [-1.490, 3.839, -2.165], [-5.156, 1.709, -4.156], [0.904, 0.392, -4.833], [1.400, 4.136, 1.992], [-2.756, 0.481, -2.116], [0.021, 4.713, -5.642], [-3.689, 0.539, -4.142], [3.662, 2.893, -5.053], [-0.963, -2.588, 2.309], [2.454, 1.313, -4.995], [-1.311, -0.956, -5.141], [0.148, 3.184, -1.890], [4.592, -1.443, 10.000], [2.086, -1.402, 1.185], [2.272, 5.295, -0.416], [-1.413, -0.557, -2.817], [5.943, -1.921, -6.221], [2.851, -1.390, 10.223], [-2.345, -2.919, 1.187], [2.415, -6.891, 3.245], [-3.020, -2.694, -1.983], [6.020, 2.701, 3.149], [-4.111, -1.384, -5.223], [5.155, -3.339, -6.944], [2.120, 0.224, -3.571], [1.665, -3.809, -1.890], [-3.027, -6.911, 3.642], [-1.183, 1.101, -2.627], [-6.646, 0.976, 0.531], [-3.796, 2.336, 1.560], [-3.710, -2.298, -6.683], [-0.191, 4.868, -1.802], [2.837, 2.242, 5.494], [-8.078, -0.258, -4.275], [5.663, 1.416, 1.854], [-1.994, -7.976, 2.687], [6.524, -3.860, 2.367], [0.432, -4.388, 0.146], [-2.714, -2.844, 2.772], [4.000, -6.017, 3.301], [-2.040, 6.095, 2.970], [1.141, 2.591, 1.102], [3.551, 1.548, 6.956], [6.705, -4.034, 0.590], [0.649, 4.603, 11.033], [2.073, 0.928, 6.548], [-8.398, -0.744, -8.094]], "charge": 0, "energy_ha": -5497.95127, "homo_ha": -0.376, "lumo_energy_ev": 0.525}